Entry from the Open Molecules 2025 dataset: 10 unconnected molecules or ions with the total composition C40H80O30 in a non-equilibrium geometry (ωB97M-V/def2-TZVPD).

```
150
Properties=species:S:1:pos:R:3:lowdin_charge:R:1
C -10.285 10.965 17.982 -0.06
C -9.152 10.143 18.550 -0.23
O -7.948 10.733 18.072 0.04
C -6.825 10.347 18.663 -0.60
O -6.733 9.408 19.423 0.11
O -5.835 11.132 18.261 0.02
C -4.678 11.168 19.095 -0.03
H -10.175 11.997 18.299 0.08
H -11.245 10.590 18.333 0.08
H -10.246 10.844 16.900 0.08
H -9.194 9.080 18.299 0.13
H -9.168 10.145 19.646 0.13
H -4.312 12.195 19.115 0.09
H -3.876 10.553 18.691 0.10
H -4.914 10.875 20.115 0.09
C -1.307 16.460 27.198 -0.05
C -0.758 15.755 25.977 -0.22
O -1.089 16.455 24.767 0.05
C -0.447 17.576 24.453 -0.59
O -0.779 18.304 23.559 0.14
O 0.598 17.802 25.254 -0.04
C 1.551 18.731 24.774 -0.04
H -0.799 17.422 27.300 0.08
H -1.216 15.845 28.087 0.07
H -2.359 16.705 27.040 0.09
H -1.231 14.775 25.917 0.11
H 0.317 15.583 26.038 0.11
H 1.127 19.735 24.724 0.10
H 1.821 18.547 23.722 0.10
H 2.467 18.599 25.337 0.07
C 6.622 12.426 21.744 -0.06
C 6.054 12.908 23.046 -0.24
O 5.584 11.782 23.758 0.04
C 5.093 12.030 24.969 -0.62
O 5.171 13.081 25.562 0.11
O 4.456 10.967 25.385 0.03
C 3.905 11.036 26.704 -0.01
H 7.497 11.795 21.886 0.09
H 6.863 13.256 21.080 0.08
H 5.876 11.842 21.198 0.07
H 5.252 13.631 22.868 0.12
H 6.809 13.457 23.615 0.12
H 3.349 10.130 26.907 0.10
H 3.251 11.909 26.745 0.08
H 4.684 11.150 27.459 0.08
C 2.895 15.234 24.377 -0.05
C 2.079 13.989 24.206 -0.21
O 0.869 14.176 23.492 0.05
C 0.269 13.107 22.961 -0.61
O 0.687 11.982 23.002 0.13
O -0.785 13.530 22.305 0.02
C -1.636 12.537 21.731 -0.02
H 3.414 15.664 23.516 0.09
H 3.694 15.051 25.098 0.05
H 2.301 16.038 24.818 0.06
H 1.810 13.661 25.220 0.12
H 2.711 13.190 23.806 0.12
H -2.368 13.023 21.100 0.09
H -2.098 11.897 22.479 0.08
H -1.087 11.881 21.046 0.10
C -0.320 5.843 20.086 -0.06
C 1.132 6.261 20.188 -0.21
O 1.189 7.459 20.960 0.04
C 2.319 8.156 20.877 -0.62
O 3.250 7.908 20.167 0.14
O 2.242 9.168 21.726 0.00
C 3.280 10.131 21.630 -0.04
H -0.402 4.814 19.726 0.08
H -0.851 6.480 19.376 0.08
H -0.831 5.853 21.047 0.07
H 1.572 6.361 19.198 0.12
H 1.706 5.479 20.696 0.13
H 3.256 10.620 20.656 0.10
H 4.249 9.664 21.804 0.10
H 3.118 10.883 22.397 0.07
C 4.606 15.104 28.480 -0.03
C 5.298 13.782 28.686 -0.19
O 5.540 13.635 30.098 0.04
C 5.535 12.393 30.556 -0.64
O 5.478 11.398 29.887 0.13
O 5.590 12.444 31.880 0.00
C 5.619 11.177 32.530 -0.04
H 5.278 15.954 28.627 0.07
H 3.839 15.193 29.259 0.07
H 4.093 15.249 27.532 0.07
H 6.234 13.743 28.131 0.13
H 4.640 12.965 28.410 0.09
H 5.886 11.344 33.567 0.09
H 6.322 10.490 32.063 0.10
H 4.633 10.707 32.484 0.10
C -0.145 17.368 20.400 -0.05
C -1.606 17.301 20.816 -0.19
O -2.351 16.621 19.777 0.04
C -2.892 17.254 18.760 -0.63
O -3.603 16.699 17.982 0.14
O -2.554 18.551 18.708 -0.03
C -2.940 19.247 17.525 -0.04
H -0.066 17.991 19.510 0.07
H 0.180 16.353 20.172 0.08
H 0.470 17.768 21.203 0.06
H -2.016 18.289 20.987 0.12
H -1.705 16.673 21.691 0.11
H -3.995 19.078 17.316 0.10
H -2.374 18.884 16.664 0.10
H -2.714 20.296 17.674 0.09
C 2.018 13.278 31.304 -0.04
C 1.195 13.640 30.077 -0.20
O 1.137 12.501 29.216 0.04
C 0.228 12.538 28.250 -0.62
O -0.739 13.248 28.214 0.13
O 0.558 11.629 27.349 0.01
C -0.369 11.469 26.272 -0.02
H 3.089 13.282 31.110 0.06
H 1.688 12.331 31.732 0.09
H 1.851 14.028 32.083 0.09
H 1.705 14.449 29.540 0.11
H 0.206 14.004 30.347 0.12
H -1.263 11.011 26.699 0.11
H 0.047 10.729 25.595 0.07
H -0.572 12.374 25.708 0.09
C 5.929 19.320 29.681 -0.07
C 5.284 19.150 28.337 -0.21
O 6.231 18.490 27.481 0.04
C 5.724 17.928 26.402 -0.62
O 4.562 17.734 26.166 0.11
O 6.750 17.541 25.637 0.01
C 6.412 16.649 24.580 -0.04
H 5.207 19.694 30.407 0.08
H 6.766 20.019 29.624 0.08
H 6.336 18.391 30.082 0.08
H 4.999 20.097 27.880 0.13
H 4.384 18.535 28.415 0.12
H 5.870 15.778 24.950 0.07
H 7.369 16.342 24.164 0.10
H 5.830 17.119 23.786 0.10
C -4.786 6.205 20.397 -0.06
C -3.974 7.469 20.592 -0.23
O -3.076 7.287 21.683 0.03
C -2.447 8.394 22.078 -0.60
O -2.564 9.475 21.575 0.13
O -1.644 8.077 23.086 0.03
C -0.816 9.086 23.576 -0.06
H -5.439 6.025 21.252 0.08
H -4.153 5.352 20.161 0.07
H -5.473 6.377 19.566 0.08
H -4.654 8.305 20.747 0.11
H -3.404 7.659 19.679 0.13
H -0.420 8.788 24.550 0.09
H -1.216 10.090 23.703 0.07
H 0.094 9.200 22.981 0.09
```

Computed properties:
Net charge: 0
E_HOMO, eV: -10.4
ΔE to the lowest compared entry with this formula, charge and spin, kJ/mol: 0.0
SMILES: CCOC(=O)OC.CCOC(=O)OC.CCOC(=O)OC.CCOC(=O)OC.CCOC(=O)OC.CCOC(=O)OC.CCOC(=O)OC.CCOC(=O)OC.CCOC(=O)OC.CCOC(=O)OC